Formula: AlN2O6
Source: OMol25
Level of theory: ωB97M-V with the def2-TZVPD basis set

Results
total charge: +1
LUMO: -11.828 eV

Geometry as XYZ:
```
9
AlN2O6 (ωB97M-V with the def2-TZVPD basis set)
Al 0.372 0.468 -0.115
N -0.797 -1.191 3.372
O -1.906 -1.008 3.829
O -0.644 -1.105 2.148
O 0.146 -1.425 4.092
N 0.717 1.085 -3.376
O -0.295 0.522 -2.879
O 0.951 1.044 -4.541
O 1.456 1.609 -2.530
```

Atomic charges from the Löwdin analysis, expressed in e, are listed below:
1 Al 1.190
2 N -0.566
3 O 0.292
4 O 0.045
5 O 0.277
6 N -0.570
7 O 0.047
8 O 0.255
9 O 0.031


Formula: C70H103HfI2N2O4S2Sb3Si4
Source: OMol25
Level of theory: ωB97M-V with the def2-TZVPD basis set

Results
total charge: +2
LUMO: -5.495 eV

Geometry as XYZ:
```
191
C70H103HfI2N2O4S2Sb3Si4 (ωB97M-V with the def2-TZVPD basis set)
Hf -0.177 0.615 -0.302
C 2.528 4.270 2.133
Sb 2.235 2.139 1.933
C 0.122 2.363 1.018
C -0.897 2.456 2.119
C -2.237 2.077 1.952
C -3.179 2.422 2.905
C -2.777 3.142 4.015
C -1.428 3.430 4.142
N -0.514 3.094 3.237
Si -0.121 4.063 0.158
C -1.836 4.056 -0.654
C 1.200 4.194 -1.198
C -0.234 5.625 1.217
C 2.466 1.512 4.157
C 1.149 1.069 4.684
C 0.693 1.403 5.970
C -0.551 1.013 6.411
C -1.382 0.301 5.557
C -0.877 -0.025 4.320
N 0.346 0.319 3.905
Si 3.238 2.948 5.196
C 4.850 3.558 4.398
C 3.665 2.319 6.943
C 2.027 4.393 5.391
Si 3.729 0.030 4.191
C 5.354 0.309 5.121
C 2.929 -1.478 5.005
C 4.412 -0.426 2.473
H 2.615 4.709 1.140
H 3.463 4.427 2.658
H 1.719 4.732 2.685
H -2.547 1.546 1.065
H -4.217 2.144 2.770
H -3.483 3.471 4.764
H -1.067 3.982 5.003
H -2.042 3.212 -1.315
H -1.954 4.964 -1.251
H -2.615 4.081 0.110
H 0.806 3.846 -2.154
H 2.108 3.632 -0.969
H 1.483 5.241 -1.338
H -0.499 5.393 2.248
H -1.023 6.261 0.812
H 0.688 6.205 1.231
H 1.333 1.962 6.634
H -0.881 1.274 7.408
H -2.375 -0.006 5.853
H -1.468 -0.586 3.602
H 5.064 3.073 3.443
H 5.693 3.381 5.065
H 4.808 4.635 4.231
H 3.435 1.263 7.094
H 3.123 2.883 7.705
H 4.727 2.456 7.148
H 2.521 5.349 5.209
H 1.626 4.429 6.405
H 1.192 4.308 4.697
H 5.238 0.355 6.203
H 5.884 1.206 4.800
H 6.004 -0.542 4.905
H 2.702 -1.286 6.055
H 3.631 -2.314 4.971
H 2.008 -1.792 4.516
H 3.654 -0.430 1.693
H 5.197 0.281 2.196
H 4.866 -1.419 2.525
I 0.468 -2.215 -1.574
C 0.764 -2.845 0.446
I 0.740 -1.213 1.880
H 1.689 -3.412 0.485
H -0.097 -3.461 0.680
C 0.218 3.292 -5.026
C -1.117 3.655 -4.393
C -2.116 2.509 -4.352
Sb -1.907 0.952 -2.832
C -1.924 -0.756 -4.128
C -1.544 -0.660 -5.462
C -1.629 -1.765 -6.297
C -2.113 -2.969 -5.809
C -2.495 -3.069 -4.478
C -2.388 -1.974 -3.634
C -4.038 1.085 -2.569
C -4.870 0.609 -3.576
C -6.240 0.818 -3.507
C -6.781 1.530 -2.446
C -5.955 2.013 -1.442
C -4.588 1.782 -1.500
Sb 1.308 1.751 -3.948
C 1.609 0.313 -5.526
C 1.871 -1.013 -5.202
C 2.155 -1.941 -6.195
C 2.152 -1.551 -7.526
C 1.895 -0.227 -7.857
C 1.636 0.704 -6.860
C 3.250 2.657 -4.275
C 3.528 3.945 -3.829
C 4.795 4.493 -3.990
C 5.801 3.758 -4.598
C 5.530 2.475 -5.054
C 4.266 1.928 -4.887
H 0.877 4.161 -5.057
H 0.061 2.953 -6.050
H -1.560 4.456 -4.995
H -0.976 4.069 -3.391
H -2.158 2.010 -5.321
H -3.112 2.897 -4.146
H -1.185 0.273 -5.873
H -1.323 -1.676 -7.331
H -2.201 -3.825 -6.464
H -2.883 -4.004 -4.096
H -2.677 -2.074 -2.595
H -4.451 0.075 -4.422
H -6.885 0.429 -4.284
H -7.848 1.705 -2.400
H -6.373 2.566 -0.610
H -3.957 2.153 -0.700
H 1.852 -1.343 -4.169
H 2.380 -2.964 -5.921
H 2.360 -2.274 -8.304
H 1.907 0.088 -8.892
H 1.467 1.738 -7.133
H 2.751 4.548 -3.373
H 4.992 5.501 -3.647
H 6.784 4.189 -4.731
H 6.302 1.905 -5.557
H 4.057 0.939 -5.279
C -6.297 -1.245 0.684
C -5.750 -2.569 0.167
C -6.712 -3.699 0.518
C -5.523 -2.508 -1.335
O -4.526 -2.838 0.859
Si -2.937 -2.641 0.832
S -2.328 -0.760 -0.037
O -2.399 -2.725 2.364
C -3.075 -2.919 3.630
C -1.990 -3.118 4.684
C -3.927 -1.688 3.932
C -3.957 -4.167 3.608
O -2.077 -3.686 -0.086
C -2.066 -5.140 -0.078
C -1.375 -5.586 -1.358
C -3.490 -5.686 -0.041
C -1.284 -5.642 1.138
H -7.164 -0.945 0.099
H -5.533 -0.472 0.598
H -6.592 -1.339 1.731
H -7.686 -3.503 0.070
H -6.837 -3.767 1.599
H -6.344 -4.656 0.146
H -6.476 -2.379 -1.846
H -5.059 -3.427 -1.695
H -4.879 -1.665 -1.584
H -1.319 -2.264 4.743
H -1.398 -4.004 4.449
H -2.459 -3.265 5.657
H -3.326 -0.778 3.872
H -4.356 -1.763 4.932
H -4.735 -1.611 3.206
H -3.359 -5.060 3.421
H -4.724 -4.085 2.842
H -4.441 -4.281 4.578
H -1.962 -5.307 -2.232
H -1.252 -6.669 -1.349
H -0.392 -5.122 -1.450
H -4.070 -5.271 -0.865
H -3.981 -5.419 0.895
H -3.480 -6.771 -0.136
H -0.209 -5.517 0.999
H -1.485 -6.702 1.293
H -1.580 -5.097 2.033
C 6.104 -5.032 -1.517
C 5.382 -3.716 -1.523
C 4.652 -3.277 -0.422
C 3.988 -2.061 -0.443
C 4.063 -1.275 -1.576
C 4.788 -1.684 -2.688
C 5.445 -2.901 -2.655
S 3.272 0.318 -1.740
C 4.570 1.309 -0.987
O 2.107 0.380 -0.736
H 6.127 -5.480 -0.526
H 7.128 -4.901 -1.865
H 5.615 -5.729 -2.200
H 4.607 -3.897 0.465
H 3.425 -1.711 0.413
H 4.848 -1.051 -3.565
H 6.010 -3.228 -3.519
H 4.280 2.356 -1.055
H 5.465 1.132 -1.583
H 4.717 0.999 0.045
```

Here are the Löwdin charges for atoms 1 to 99, given in e:
1 Hf 0.966
2 C -0.314
3 Sb 1.458
4 C -0.605
5 C -0.489
6 C -0.100
7 C -0.046
8 C -0.045
9 C -0.130
10 N 0.081
11 Si 0.466
12 C -0.181
13 C -0.192
14 C -0.148
15 C -0.505
16 C -0.432
17 C -0.033
18 C -0.022
19 C -0.048
20 C -0.220
21 N -0.123
22 Si 0.499
23 C -0.189
24 C -0.180
25 C -0.162
26 Si 0.469
27 C -0.173
28 C -0.166
29 C -0.238
30 H 0.000
31 H -0.026
32 H -0.016
33 H 0.008
34 H 0.118
35 H 0.113
36 H 0.115
37 H -0.051
38 H 0.053
39 H 0.042
40 H -0.037
41 H 0.010
42 H 0.054
43 H 0.026
44 H 0.043
45 H 0.034
46 H 0.075
47 H 0.123
48 H 0.112
49 H 0.051
50 H 0.026
51 H 0.033
52 H 0.034
53 H 0.027
54 H 0.039
55 H 0.038
56 H 0.043
57 H 0.036
58 H -0.008
59 H 0.026
60 H 0.020
61 H 0.047
62 H 0.042
63 H 0.042
64 H -0.022
65 H -0.088
66 H 0.038
67 H 0.047
68 I 1.066
69 C -0.897
70 I 1.278
71 H -0.020
72 H -0.070
73 C -0.345
74 C -0.369
75 C -0.317
76 Sb 1.319
77 C -0.390
78 C -0.134
79 C -0.062
80 C -0.056
81 C -0.068
82 C -0.185
83 C -0.391
84 C -0.123
85 C -0.067
86 C -0.071
87 C -0.075
88 C -0.146
89 Sb 1.427
90 C -0.414
91 C -0.162
92 C -0.074
93 C -0.070
94 C -0.064
95 C -0.125
96 C -0.376
97 C -0.142
98 C -0.073
99 C -0.072


Formula: C25H38N3
Source: OMol25
Level of theory: ωB97M-V with the def2-TZVPD basis set

Results
total charge: +1
LUMO: -4.931 eV

Geometry as XYZ:
```
66
C25H38N3 (ωB97M-V with the def2-TZVPD basis set)
C -0.509 -2.021 2.632
C -0.439 -1.221 3.912
N 0.107 0.153 3.869
C 1.579 0.198 3.844
C 2.269 -0.080 2.515
C -0.522 1.098 2.928
C -1.899 0.759 2.384
H -0.891 -3.017 2.862
H -1.188 -1.572 1.905
H 0.468 -2.136 2.163
H -1.448 -1.128 4.339
H 0.179 -1.758 4.648
H 1.878 1.198 4.194
H 1.930 -0.525 4.594
H 3.341 0.120 2.615
H 2.138 -1.120 2.210
H 1.885 0.570 1.721
H -0.591 2.038 3.480
H 0.168 1.310 2.099
H -2.445 1.697 2.216
H -1.820 0.267 1.409
H -2.519 0.146 3.046
C 1.050 10.308 5.339
N 1.686 9.208 4.638
C 3.049 9.516 4.241
C 1.235 7.891 4.772
C 0.240 7.379 3.889
C -0.185 6.078 3.993
C 0.308 5.196 4.986
C -0.237 3.876 5.088
C 0.330 2.837 5.815
C -0.235 1.571 6.016
C 0.060 0.802 7.195
C -0.912 -0.075 7.737
C -0.696 -0.747 8.922
C 0.510 -0.559 9.654
N 0.755 -1.293 10.819
C 1.527 -2.524 10.769
C 0.746 -0.715 12.154
C 1.473 0.345 9.138
C 1.251 1.000 7.935
C 1.276 5.719 5.891
C 1.740 7.019 5.771
H -0.005 10.087 5.530
H 1.559 10.509 6.297
H 1.133 11.210 4.721
H 3.435 8.742 3.567
H 3.049 10.482 3.718
H 3.711 9.609 5.115
H -0.133 8.046 3.111
H -0.932 5.698 3.288
H -1.187 3.696 4.575
H 1.288 3.037 6.302
H -1.086 1.244 5.416
H -1.861 -0.179 7.215
H -1.455 -1.401 9.343
H 1.453 -2.989 9.783
H 2.587 -2.335 11.007
H 1.132 -3.208 11.530
H 0.064 0.139 12.202
H 0.410 -1.493 12.855
H 1.757 -0.402 12.462
H 2.384 0.539 9.706
H 2.007 1.697 7.569
H 1.646 5.090 6.706
H 2.509 7.406 6.450
```

Atomic charges from the Löwdin analysis, expressed in e, are listed below:
1 C -0.064
2 C -0.233
3 N -0.188
4 C -0.238
5 C -0.072
6 C -0.225
7 C -0.074
8 H 0.088
9 H 0.060
10 H 0.062
11 H 0.106
12 H 0.121
13 H 0.109
14 H 0.120
15 H 0.085
16 H 0.061
17 H 0.069
18 H 0.068
19 H 0.110
20 H 0.082
21 H 0.075
22 H 0.079
23 C -0.067
24 N -0.248
25 C -0.071
26 C -0.219
27 C 0.016
28 C -0.018
29 C -0.210
30 C 0.027
31 C -0.070
32 C 0.025
33 C -0.204
34 C -0.006
35 C 0.023
36 C -0.220
37 N -0.250
38 C -0.070
39 C -0.069
40 C 0.022
41 C -0.004
42 C -0.002
43 C 0.016
44 H 0.093
45 H 0.089
46 H 0.087
47 H 0.094
48 H 0.089
49 H 0.085
50 H 0.127
51 H 0.123
52 H 0.129
53 H 0.102
54 H 0.121
55 H 0.121
56 H 0.125
57 H 0.092
58 H 0.088
59 H 0.087
60 H 0.092
61 H 0.088
62 H 0.085
63 H 0.127
64 H 0.112
65 H 0.115
66 H 0.128